The following is a quantum chemistry calculation of a structure of composition C7H7ClN2O2S2 at a distorted geometry, from OMol25.

Computed properties:
energy above the lowest of the compared OMol25 structures with the same formula, charge and spin	0.0	kJ/mol
LUMO energy	-0.03	eV
molar mass	250.7	g/mol

Structure (ORCA input):
```
! wB97M-V def2-TZVPD RIJCOSX def2/J DEFGRID3
* xyz 0 1
C 1.4906 -0.5002 -2.4462
C 0.3300 -1.2569 -2.6839
C 1.4754 0.4414 -1.3774
C -0.8376 -0.9802 -2.0080
C 0.3110 0.5218 -0.5275
C -0.8119 -0.1303 -0.9093
C -1.2515 1.4759 0.8784
N 0.0752 1.5700 0.3591
N 0.8787 -0.4244 2.2165
O -0.8781 0.5810 3.9629
O -1.6255 -1.2843 2.3791
S -2.2661 0.4541 -0.0761
S -0.9351 -0.0568 2.6784
Cl -1.8986 2.8076 1.7110
H 2.2509 -0.7632 -3.1285
H 0.3873 -1.7818 -3.5793
H 2.2746 1.0864 -1.1167
H -1.6156 -1.6636 -2.2604
H 0.6480 2.0018 1.0645
H 1.2032 -0.7348 3.1588
H 0.7951 -1.3637 1.7047
*
```

Löwdin atomic charge list, values in e, 6 entries: number 1, C, carries -0.049; number 2, C, carries -0.089; number 3, C, carries 0.034; number 4, C, carries -0.076; number 5, C, carries -0.308; number 6, C, carries -0.445


The following is a quantum chemistry calculation of the molecule C11H12OS2 at a distorted geometry, from OMol25.

Computed properties:
energy above the lowest of the compared OMol25 structures with the same formula, charge and spin	501.6	kJ/mol
LUMO energy (spin up / spin down)	-0.12 / -0.04	eV
molar mass	224.4	g/mol

Structure (ORCA input):
```
! wB97M-V def2-TZVPD RIJCOSX def2/J DEFGRID3
* xyz 0 1
C -2.5571 -1.9172 1.0176
C -1.4571 -2.4140 0.2731
C -3.0873 -0.7007 0.7665
C -0.8149 -1.5297 -0.5861
C -2.3610 0.2184 -0.0791
C -1.1437 -0.2559 -0.6986
C -3.1174 1.2536 -0.5845
C -0.2103 0.7249 -1.3581
C 1.0868 0.7545 -0.6428
C 2.3000 2.6112 1.0982
C 3.2549 -1.0496 -0.1031
O -3.8170 2.1809 -0.6141
S 1.1738 1.1902 1.0734
S 2.4097 -0.1069 -1.4092
H -3.0231 -2.6229 1.6236
H -1.3486 -3.4213 0.1934
H -3.9898 -0.3449 1.2804
H 0.0037 -1.9148 -1.2577
H 0.0592 0.3778 -2.3178
H -0.6286 1.6845 -1.2689
H 1.9659 3.3417 0.4446
H 3.2895 2.3646 0.8647
H 2.1183 3.1390 1.9639
H 2.5824 -1.8798 0.0820
H 3.1735 -0.3036 0.6556
H 4.1381 -1.3800 -0.4171
*
```

Löwdin atomic charge list, values in e, 6 entries: number 1, C, carries -0.083; number 2, C, carries -0.048; number 3, C, carries -0.036; number 4, C, carries -0.077; number 5, C, carries -0.147; number 6, C, carries -0.227


The following is a quantum chemistry calculation of the molecule C5H6S at a distorted geometry, from OMol25.

Computed properties:
energy above the lowest of the compared OMol25 structures with the same formula, charge and spin	380.1	kJ/mol
LUMO energy (spin up / spin down)	-1.46 / -1.46	eV
molar mass	98.2	g/mol

Structure (ORCA input):
```
! wB97M-V def2-TZVPD RIJCOSX def2/J DEFGRID3
* xyz 0 1
C -1.3619 1.3943 0.1563
C -0.0086 0.9588 0.2342
C -2.5191 0.6819 0.0094
C 0.5244 -0.2547 0.2662
C 0.9514 -1.6304 -0.0135
S -2.3844 -0.9578 -0.2576
H -1.5969 2.4411 0.0494
H 0.6423 1.8917 0.2097
H -3.4715 1.1769 0.0886
H 1.4104 -1.5591 -1.0606
H 1.6766 -1.8658 0.8338
H 0.0231 -2.2297 0.0861
*
```

Löwdin atomic charge list, values in e, 6 entries: number 1, C, carries -0.289; number 2, C, carries -0.153; number 3, C, carries -0.667; number 4, C, carries 0.062; number 5, C, carries -0.106; number 6, S, carries 0.592


The following is a quantum chemistry calculation of a structure of composition C21H21N4PdS3 at a distorted geometry, from OMol25.

Computed properties:
energy above the lowest of the compared OMol25 structures with the same formula, charge and spin	0.0	kJ/mol
LUMO energy	-3.58	eV
molar mass	532.0	g/mol

Structure (ORCA input):
```
! wB97M-V def2-TZVPD RIJCOSX def2/J DEFGRID3
* xyz 1 1
Pd 0.3418 0.1404 0.4082
C 2.8360 0.2577 -2.4762
C 2.2272 -1.0726 -2.1788
N 1.2895 -1.2736 -1.2988
C 0.9440 -2.6040 -1.2149
C 1.6225 -3.4242 -2.0523
S 2.7239 -2.5078 -2.9778
C -0.1204 -2.9609 -0.2615
C -0.6424 -4.1892 -0.0257
S -1.8658 -4.0827 1.1561
C -1.6150 -2.4017 1.2868
N -0.6853 -1.9477 0.4938
C -2.4202 -1.5340 2.1994
H 2.3397 1.0137 -1.8733
H 2.7275 0.5083 -3.5312
H 3.8980 0.2604 -2.2309
H 1.5304 -4.4910 -2.1779
H -0.3753 -5.1303 -0.4788
H -3.0986 -2.1155 2.8203
H -3.0070 -0.8278 1.6109
H -1.7546 -0.9559 2.8424
C -0.9899 1.3330 0.2025
C -1.6711 2.3022 1.0153
C -1.4805 2.4888 2.3898
C -2.2145 3.4477 3.0597
C -3.1262 4.2265 2.3481
C -3.3234 4.0565 0.9839
C -2.6002 3.0849 0.3150
H -0.7450 1.8805 2.8953
H -2.0749 3.6060 4.1200
H -3.6953 4.9849 2.8722
H -4.0353 4.6720 0.4526
H -2.7353 2.9189 -0.7466
C 1.1682 -2.4355 4.7686
C 1.8207 -1.9591 3.5106
C 2.6849 -2.6966 2.7598
C 3.2565 -2.0672 1.6217
N 2.9720 -0.8488 1.2440
C 2.0344 -0.1271 1.9435
S 1.7332 1.5339 1.6624
N 1.5028 -0.7220 3.0798
C 4.2574 -2.8039 0.7824
H 1.5473 -3.4130 5.0525
H 0.0881 -2.5073 4.6241
H 1.3541 -1.7406 5.5901
H 2.9539 -3.7000 3.0504
H 1.0132 -0.0857 3.6937
H 4.4391 -3.8143 1.1415
H 5.1961 -2.2494 0.7754
H 3.8959 -2.8421 -0.2474
*
```

Löwdin atomic charge list, values in e, 6 entries: number 1, Pd, carries 0.645; number 2, C, carries -0.057; number 3, C, carries -0.625; number 4, N, carries 0.020; number 5, C, carries -0.338; number 6, C, carries -0.338